DFT (ωB97M-V/def2-TZVPD) results for 2 unconnected molecules or ions with the total composition C4H11NO3 at a distorted geometry.

Computed properties:
- total energy (Ha) = -439.4888
- HOMO (eV) = -9.56
- SMILES = CC[C@@H](N)C(=O)O.O
- LUMO level (eV) = 0.63
- orbital gap (Ha) = 0.3748

```
19
C4H11NO3, DFT ωB97M-V/def2-TZVPD
O -0.095 -1.190 1.873
C -0.231 -1.019 0.697
O -1.428 -1.353 0.105
C 0.735 -0.412 -0.314
C 0.615 1.116 -0.118
C 1.221 1.808 -1.366
N 1.984 -1.048 0.048
H -1.955 -1.758 0.791
H 0.340 -0.750 -1.266
H -0.437 1.398 -0.005
H 1.162 1.375 0.789
H 0.456 1.840 -2.137
H 2.186 1.368 -1.599
H 1.415 2.844 -1.085
H 2.761 -0.665 -0.472
H 2.198 -1.120 1.028
H -2.618 0.580 -0.247
H -1.870 1.357 -1.209
O -2.487 1.513 -0.481
```

***

DFT (ωB97M-V/def2-TZVPD) results for a single CH4N2S2 molecule at a distorted geometry.

Computed properties:
- total energy (Ha) = -946.3389
- HOMO (eV) = -8.17
- SMILES = NSC(N)=S
- LUMO level (eV) = 0.20
- orbital gap (Ha) = 0.3077

```
9
CH4N2S2, DFT ωB97M-V/def2-TZVPD
C -1.074 -0.447 0.616
N -0.037 -0.050 1.281
N 0.757 0.492 -1.215
S -2.129 -1.525 1.042
S -0.923 0.331 -1.425
H 0.370 -0.599 2.062
H 0.673 0.340 0.754
H 1.278 0.043 -1.929
H 1.085 1.415 -1.186
```

***

DFT (ωB97M-V/def2-TZVPD) results for a molecular structure, C15H29ORhS at a distorted geometry.

Computed properties:
- total energy (Ha) = -1172.0927
- HOMO (spin up / spin down) (eV) = -14.18 / -16.75
- total charge = +2
- spin multiplicity = 5
- expectation value of S² = 6.010
- LUMO level (spin up / spin down) (eV) = -5.61 / -10.38
- orbital gap (spin up / spin down) (Ha) = 0.3149 / 0.2342

```
47
C15H29ORhS, DFT ωB97M-V/def2-TZVPD
C -0.324 -2.335 0.426
H -1.413 -2.456 0.342
H 0.141 -3.184 -0.100
H 0.015 -1.422 -0.295
C 0.060 -2.482 1.894
H 1.025 -2.004 2.096
H -0.673 -1.952 2.518
C 0.124 -3.953 2.342
H 0.499 -4.028 3.370
H -0.867 -4.421 2.303
H 0.794 -4.526 1.689
C 0.991 1.829 -0.748
C 1.917 1.113 0.079
C 2.085 -0.191 -0.480
C 1.278 -0.274 -1.655
C 0.594 0.964 -1.814
C -0.314 1.355 -2.937
C 1.112 -1.478 -2.520
C 2.922 -1.289 0.084
C 2.609 1.689 1.268
C 0.629 3.274 -0.611
Rh 0.136 0.122 0.000
H 0.225 -1.372 -3.144
H 1.972 -1.646 -3.170
H 0.991 -2.363 -1.895
H -0.635 0.471 -3.489
H -1.199 1.875 -2.557
H 0.198 2.023 -3.638
H 0.702 3.598 0.431
H 1.317 3.887 -1.209
H -0.388 3.466 -0.969
H 3.049 0.897 1.873
H 3.409 2.374 0.963
H 1.903 2.252 1.884
H 2.326 -2.201 0.168
H 3.788 -1.514 -0.542
H 3.278 -1.017 1.076
C -3.939 1.750 1.954
S -3.121 0.543 0.901
C -3.297 1.375 -0.690
O -1.628 0.747 1.314
H -4.997 1.477 2.015
H -3.821 2.748 1.519
H -3.472 1.698 2.941
H -2.830 2.367 -0.615
H -2.805 0.763 -1.457
H -4.368 1.453 -0.912
```

***

DFT (ωB97M-V/def2-TZVPD) results for a single C17H25FN6 molecule at a distorted geometry.

Computed properties:
- total energy (Ha) = -1091.1515
- HOMO (eV) = -8.13
- SMILES = CCC[C@@H](c1nnnn1Cc1ccc(F)cc1)N1CCN(C)CC1
- LUMO level (eV) = 0.56
- orbital gap (Ha) = 0.3195

```
49
C17H25FN6, DFT ωB97M-V/def2-TZVPD
C 3.766 0.398 -2.302
C 3.860 0.475 -0.782
C 2.591 1.011 -0.119
H 2.802 1.213 0.932
H 2.298 1.944 -0.606
C 1.418 0.017 -0.192
C 1.700 -1.155 0.679
N 2.402 -1.178 1.790
N 2.348 -2.421 2.248
N 1.657 -3.161 1.489
N 1.223 -2.408 0.474
C 0.381 -2.930 -0.563
C -1.046 -2.461 -0.421
C -1.762 -2.039 -1.532
C -3.083 -1.649 -1.410
C -3.672 -1.679 -0.159
C -2.977 -2.085 0.966
C -1.660 -2.481 0.825
H -1.108 -2.813 1.691
H -3.468 -2.094 1.926
F -4.959 -1.302 -0.035
H -3.654 -1.323 -2.265
H -1.290 -2.021 -2.503
H 0.429 -4.021 -0.471
H 0.785 -2.639 -1.538
N 0.106 0.538 0.184
C -0.471 1.448 -0.789
C -1.935 1.720 -0.413
N -2.106 2.236 0.929
C -1.777 3.637 1.077
H -2.014 3.942 2.096
H -0.725 3.886 0.879
H -2.400 4.212 0.393
C -1.431 1.362 1.869
C 0.041 1.120 1.515
H 0.484 0.427 2.231
H 0.595 2.071 1.573
H -1.507 1.789 2.871
H -1.956 0.402 1.853
H -2.372 2.424 -1.124
H -2.485 0.777 -0.469
H -0.436 0.978 -1.775
H 0.078 2.403 -0.843
H 1.308 -0.340 -1.224
H 4.687 1.138 -0.519
H 4.092 -0.510 -0.373
H 3.510 1.370 -2.718
H 3.014 -0.320 -2.623
H 4.721 0.088 -2.721
```

***

DFT (ωB97M-V/def2-TZVPD) results for a single C19H25NO3S molecule.

Computed properties:
- total energy (Ha) = -1417.6581
- HOMO (eV) = -8.95
- SMILES = Cc1cc(C)c(S(=O)(=O)c2c(C)cccc2C)c(OCC(C)C)n1
- LUMO level (eV) = 0.74
- orbital gap (Ha) = 0.3562

```
49
C19H25NO3S, DFT ωB97M-V/def2-TZVPD
C 2.523 3.805 2.065
C 1.714 3.004 1.095
N 1.210 1.860 1.550
C 0.483 1.108 0.741
C 0.248 1.449 -0.596
C 0.725 2.663 -1.072
C 1.483 3.442 -0.198
H 1.881 4.390 -0.525
C 0.428 3.147 -2.450
H 0.872 4.125 -2.618
H 0.796 2.444 -3.194
H -0.650 3.207 -2.592
S -0.805 0.342 -1.558
O -2.146 0.622 -1.117
O -0.550 0.529 -2.968
C -0.289 -1.352 -1.180
C -1.218 -2.335 -0.852
C -0.751 -3.624 -0.603
C 0.595 -3.923 -0.683
C 1.495 -2.941 -1.050
C 1.065 -1.646 -1.318
C 2.065 -0.627 -1.769
H 2.937 -1.124 -2.189
H 2.399 -0.010 -0.935
H 1.627 0.018 -2.526
H 2.545 -3.178 -1.142
H 0.940 -4.926 -0.477
H -1.459 -4.398 -0.344
C -2.685 -2.065 -0.774
H -2.894 -1.278 -0.053
H -3.223 -2.968 -0.493
H -3.055 -1.714 -1.735
O -0.054 -0.028 1.201
C 0.097 -0.307 2.594
C -1.199 -0.904 3.146
C -1.252 -0.725 4.662
H -0.402 -1.218 5.130
H -1.230 0.328 4.931
H -2.164 -1.163 5.059
C -1.319 -2.378 2.774
H -2.291 -2.768 3.067
H -1.197 -2.505 1.703
H -0.549 -2.958 3.281
H -2.029 -0.354 2.691
H 0.347 0.625 3.109
H 0.930 -1.009 2.714
H 2.744 3.205 2.943
H 3.450 4.139 1.605
H 1.962 4.686 2.375
```

***

DFT (ωB97M-V/def2-TZVPD) results for a molecular structure, C40H61BN7SbSiV.

Computed properties:
- total energy (Ha) = -3442.4780
- HOMO (spin up / spin down) (eV) = -9.94 / -10.00
- total charge = +1
- spin multiplicity = 3
- expectation value of S² = 2.054
- LUMO level (spin up / spin down) (eV) = -2.68 / -1.96
- orbital gap (spin up / spin down) (Ha) = 0.2671 / 0.2954

```
112
C40H61BN7SbSiV, DFT ωB97M-V/def2-TZVPD
V 0.625 0.199 -0.465
C 1.309 0.997 -4.101
C 2.430 0.753 -3.147
C 3.792 0.596 -3.423
C 4.395 0.347 -2.204
C 5.835 0.119 -1.894
N 3.432 0.355 -1.265
N 2.226 0.612 -1.840
B 3.551 0.344 0.260
N 2.978 1.654 0.776
N 1.671 1.890 0.507
C 1.378 3.082 1.017
C 0.011 3.672 0.989
C 2.528 3.639 1.594
C 3.527 2.703 1.417
C 4.962 2.745 1.816
N 2.635 -0.832 0.851
N 1.845 -1.486 -0.094
C 1.528 -2.870 0.330
C 1.058 -3.713 -0.840
C 2.124 -2.619 2.321
C 2.714 -1.270 2.063
C 3.551 -0.576 3.086
H 1.671 1.507 -4.991
H 0.859 0.055 -4.425
H 0.533 1.609 -3.641
H 4.274 0.656 -4.384
H 6.403 0.060 -2.820
H 6.245 0.932 -1.294
H 5.979 -0.809 -1.342
H 4.682 0.172 0.605
H -0.724 2.927 0.694
H -0.261 4.041 1.978
H -0.037 4.513 0.295
H 2.614 4.596 2.079
H 5.177 3.688 2.313
H 5.212 1.934 2.502
H 5.616 2.659 0.948
H -0.028 -3.795 -0.893
H 1.439 -3.305 -1.778
H 1.437 -4.730 -0.738
H 2.285 -2.969 3.337
H 3.424 -1.047 4.057
H 4.609 -0.621 2.814
H 3.275 0.476 3.165
C -0.197 0.236 1.436
Si -0.682 -1.514 1.758
C -1.870 -1.885 0.316
N -1.743 -0.889 -0.788
C -0.859 -1.241 -1.898
C -1.502 -1.969 -3.093
C -2.729 -2.748 -2.636
C -3.746 -1.805 -1.972
C -3.067 -0.574 -1.349
C -1.523 -1.685 3.426
C -0.868 -2.241 4.527
C -1.458 -2.258 5.782
C -2.725 -1.720 5.960
C -3.394 -1.161 4.880
C -2.793 -1.141 3.630
C 0.708 -2.814 1.670
C 2.754 -3.421 1.128
C 2.887 -4.893 1.307
C 1.950 -5.735 1.742
C 0.590 -5.357 2.094
C 0.068 -4.127 2.056
H 0.435 0.614 2.240
H -1.121 0.829 1.426
H -2.885 -1.801 0.712
H -1.790 -2.914 -0.045
H -0.043 -1.845 -1.504
H -0.442 -0.296 -2.313
H -0.762 -2.615 -3.566
H -1.806 -1.234 -3.844
H -2.424 -3.532 -1.939
H -3.182 -3.261 -3.484
H -4.318 -2.346 -1.218
H -4.470 -1.450 -2.709
H -3.689 -0.138 -0.567
H -2.926 0.189 -2.117
H 0.116 -2.684 4.408
H -0.933 -2.697 6.620
H -3.190 -1.737 6.937
H -4.382 -0.740 5.014
H -3.331 -0.688 2.802
H 3.712 -3.028 0.783
H 3.862 -5.300 1.066
H 2.207 -6.783 1.836
H -0.064 -6.159 2.415
H -0.973 -4.064 2.363
C -4.691 2.283 -3.218
C -3.204 2.298 -3.545
Sb -1.847 2.697 -1.901
C -3.230 2.613 -0.222
C -3.526 3.925 0.494
C -1.731 4.842 -2.118
C -2.941 5.532 -2.737
H -5.286 2.167 -4.126
H -5.009 3.205 -2.730
H -4.952 1.456 -2.554
H -2.981 3.064 -4.290
H -2.897 1.350 -3.992
H -2.795 1.893 0.476
H -4.155 2.167 -0.587
H -2.618 4.441 0.811
H -4.121 3.745 1.391
H -4.088 4.614 -0.135
H -0.838 5.039 -2.715
H -1.525 5.235 -1.121
H -3.135 5.181 -3.750
H -2.778 6.610 -2.798
H -3.850 5.373 -2.157
```